DFT (ωB97M-V with the def2-TZVPD basis set) results for a single C7H12N2O4S molecule in a non-equilibrium geometry.

Output
<S²>   2.01
Energy relative to the best compared isomer or geometry (same formula, charge and spin)   0.0 kJ/mol
Molecular weight   220.2 g mol⁻¹
Spin multiplicity   3
Orbital gap (spin up / spin down)   0.2442 / 0.2424 hartree

The geometry in XYZ format:
```
26
Properties=species:S:1:pos:R:3:forces:R:3
C 2.67536 0.90916 -0.54242 5.2 1.3 2.9
C 1.04220 0.31430 1.12411 -0.2 1.2 2.7
C 2.53305 0.43672 0.90978 -1.9 0.2 0.0
C 0.56786 0.09744 -1.07514 -0.1 -1.5 -3.6
C -0.83156 0.07163 2.44197 -1.3 -1.1 -1.4
C -1.31079 1.44833 -1.70291 0.9 -0.2 1.8
C -0.95572 -2.32767 -1.10750 1.3 -4.1 0.7
N 1.76305 0.79147 -1.42445 -3.9 -0.6 -0.5
N 0.19633 0.25210 0.21109 -0.8 0.0 0.8
O 1.54878 -2.35416 -0.30022 -0.1 0.1 -0.4
O 1.07030 -2.04754 -2.76415 0.3 -0.1 0.1
O 0.53677 0.35176 2.41761 2.3 0.7 -1.3
O -0.45932 0.34542 -1.92803 -0.1 -1.0 -0.9
S 0.74421 -1.81798 -1.38413 -0.9 0.4 0.4
H 3.67581 1.24509 -0.83736 -0.3 -0.5 0.0
H 2.75742 -0.66484 0.98374 1.1 1.0 0.5
H 2.88662 1.20527 1.66000 0.3 -1.5 -0.7
H -1.42775 0.73822 1.76469 0.6 -0.3 0.8
H -1.23347 0.06430 3.44896 0.4 0.1 0.1
H -0.85041 -0.93467 1.97136 -1.0 0.3 0.6
H -1.74774 1.45693 -2.67185 -1.0 1.0 -0.5
H -0.58946 2.29413 -1.50616 -1.5 -0.2 0.0
H -2.05976 1.20683 -0.84433 1.3 0.8 -1.5
H -1.27751 -2.01507 -0.14922 0.1 0.1 1.2
H -1.65958 -1.97280 -1.75148 -1.3 1.4 -2.3
H -1.04742 -3.51996 -1.21123 0.6 2.6 0.5
```
Forces are in eV/Å.

DFT (ωB97M-V with the def2-TZVPD basis set) results for a gas-phase ion, C5H15N2 (charge +1) in a non-equilibrium geometry.

Output
Energy relative to the best compared isomer or geometry (same formula, charge and spin)   104.4 kJ/mol
Net charge   +1
Molecular weight   103.2 g mol⁻¹
Spin multiplicity   1
Orbital gap   0.3069 hartree
Structure (SMILES)   CNCCCC[NH3+]

The geometry in XYZ format:
```
22
Properties=species:S:1:pos:R:3:forces:R:3
C 1.22905 -2.95476 -1.02161 -0.3 0.1 0.3
N 0.33764 -2.02391 -0.30941 0.1 0.3 -0.6
C 0.97880 -0.72795 -0.06986 -0.6 -0.2 0.4
C 0.22022 0.03591 1.03136 0.5 -0.8 -0.3
C -1.15174 0.55802 0.65132 0.1 0.4 0.1
C -1.11957 1.70031 -0.35645 -0.2 -0.7 -0.2
N -0.54292 2.94305 0.28634 0.8 -0.3 0.5
H 0.73478 -3.91459 -1.12552 -0.1 -0.1 0.0
H 1.53343 -2.62114 -2.01550 0.1 0.2 -0.1
H 2.10915 -3.10524 -0.40832 0.2 -0.1 0.0
H -0.46541 -1.86486 -0.91577 0.0 -0.2 0.2
H 1.03944 -0.12538 -0.98398 0.3 0.1 -0.2
H 1.98842 -0.91690 0.29623 0.0 0.1 -0.1
H 0.87552 0.82475 1.39477 0.0 0.4 0.2
H 0.12412 -0.67873 1.84653 -0.1 0.1 0.2
H -1.78921 -0.21287 0.23054 0.0 -0.3 0.0
H -1.65449 0.89010 1.56274 -0.2 0.1 0.0
H -0.49634 1.41573 -1.20530 0.0 0.4 0.0
H -2.12452 1.91181 -0.71036 0.1 0.3 0.0
H -0.57757 2.79425 1.30134 -0.4 0.4 0.0
H 0.46218 3.04113 0.11073 -0.1 -0.1 -0.3
H -0.97853 3.82663 0.02739 -0.2 -0.1 0.0
```
Forces are in eV/Å.

DFT (ωB97M-V with the def2-TZVPD basis set) results for a molecular structure, C20H28N2O5S in a non-equilibrium geometry.

Output
Energy relative to the best compared isomer or geometry (same formula, charge and spin)   2332.4 kJ/mol
Molecular weight   408.5 g mol⁻¹
Spin multiplicity   1
Orbital gap   0.2930 hartree

The geometry in XYZ format:
```
56
Properties=species:S:1:pos:R:3:forces:R:3
C 4.41869 -4.66673 3.50348 3.0 0.2 -5.8
H 4.10691 -5.46262 4.00507 -1.3 -3.3 2.5
H 4.93629 -5.04235 2.56219 1.1 -0.5 1.6
H 5.04046 -4.02383 4.00300 1.4 1.5 1.4
C 3.37532 -4.07306 2.72492 -4.5 2.6 7.2
C 2.47142 -5.00800 2.09214 0.1 4.2 -2.6
C 1.27241 -4.25736 1.66861 -3.2 -2.5 -11.5
N 0.35092 -3.87454 2.50953 -0.8 5.2 6.9
S -1.23181 -3.51314 2.21311 1.5 10.6 10.9
O -1.74586 -4.48768 1.51632 -5.1 -10.5 -6.9
O -2.01210 -3.08191 3.55879 4.2 -1.5 -5.6
C -1.18927 -2.17299 1.13190 3.6 6.3 -2.8
C -0.91779 -2.22919 -0.33877 -3.9 -8.8 9.1
C -1.03817 -1.14106 -1.03868 1.9 0.5 -7.5
C -0.80281 0.06631 -0.66616 -0.3 4.5 10.2
C -0.81606 0.36320 0.95666 0.3 2.2 -9.4
C -0.86843 -0.63841 1.67524 -2.7 -9.9 6.5
H -1.00907 -0.56995 2.81784 0.4 0.0 -1.8
H -0.90061 1.37071 1.11016 0.4 2.3 1.0
N -0.72449 1.20817 -1.35691 0.2 -6.3 -7.5
C -0.53176 2.43635 -1.29119 -1.5 7.8 10.7
O -0.50760 2.97625 0.06371 0.3 -2.0 -7.2
C -0.68120 3.34597 -2.45962 3.0 2.1 5.3
C -0.02906 4.76920 -2.08804 0.3 -2.0 -4.9
C -0.19388 5.40266 -3.73140 1.7 8.3 11.1
C -1.52340 5.78024 -4.06670 3.3 -4.8 -4.5
C -1.93109 4.40587 -4.29496 -11.3 1.1 5.4
H -3.31795 4.44964 -4.58173 3.9 -0.4 0.3
H -1.53401 3.86621 -4.96126 3.3 -3.6 -5.5
C -1.99988 3.51540 -3.00298 -2.7 -3.6 -2.5
C -3.03185 3.84672 -1.93827 4.4 -5.7 -3.1
O -3.20817 4.92583 -1.72434 -3.0 10.2 2.4
O -3.38643 2.85676 -1.18924 2.3 -5.2 -5.9
H -3.73134 3.11421 -0.44837 -3.4 2.6 7.0
H -2.29750 2.42695 -3.30127 0.3 1.7 -0.2
H -1.72604 6.31488 -4.90498 0.3 1.8 -2.9
H -2.06409 6.17469 -3.41369 -4.0 3.3 6.2
H 0.36551 6.69402 -3.12886 -0.9 -3.0 -2.3
H 0.51971 5.07514 -4.29832 3.7 -2.0 -3.6
H -0.66388 5.15752 -1.33333 -0.3 1.1 0.4
H 1.08389 4.80689 -1.83326 -1.8 -0.4 -0.3
H -0.01406 2.83979 -3.00710 2.3 -1.3 -3.8
H -0.68228 0.84057 -2.37241 -0.3 1.2 1.2
H -0.78163 -1.31088 -2.10479 -0.9 0.1 -0.1
H -1.22860 -3.37544 -0.57961 1.3 2.9 -0.7
C 1.09971 -2.69734 3.31159 -3.6 -9.6 9.3
C 2.39960 -3.38363 3.98294 -8.0 -9.3 -13.0
H 2.10820 -4.15446 4.59882 -1.1 -2.1 1.2
H 2.77513 -2.82765 4.51002 7.9 11.1 9.4
H 0.36109 -2.60437 4.31292 1.8 0.8 -3.1
H 1.32558 -1.97258 2.76206 1.3 6.4 -4.7
H 0.43871 -5.01525 0.90560 3.0 1.1 1.7
H 1.32744 -3.40483 0.63768 1.0 -1.8 2.9
H 2.12152 -5.73348 2.67777 -0.6 -3.4 2.3
H 2.99832 -5.21193 1.22197 0.5 -1.8 -1.9
H 3.42532 -3.09548 2.42222 1.5 1.8 -2.6
```
Forces are in eV/Å.

What is the formula in the first record? C7H12N2O4S

spin multiplicity of number 3 (C20H28N2O5S)? 1

What is the spin multiplicity in the third record? 1

Please write out number 1 again, unchanged.
DFT (ωB97M-V with the def2-TZVPD basis set) results for a single C7H12N2O4S molecule in a non-equilibrium geometry.

Output
<S²>   2.01
Energy relative to the best compared isomer or geometry (same formula, charge and spin)   0.0 kJ/mol
Molecular weight   220.2 g mol⁻¹
Spin multiplicity   3
Orbital gap (spin up / spin down)   0.2442 / 0.2424 hartree

The geometry in XYZ format:
```
26
Properties=species:S:1:pos:R:3:forces:R:3
C 2.67536 0.90916 -0.54242 5.2 1.3 2.9
C 1.04220 0.31430 1.12411 -0.2 1.2 2.7
C 2.53305 0.43672 0.90978 -1.9 0.2 0.0
C 0.56786 0.09744 -1.07514 -0.1 -1.5 -3.6
C -0.83156 0.07163 2.44197 -1.3 -1.1 -1.4
C -1.31079 1.44833 -1.70291 0.9 -0.2 1.8
C -0.95572 -2.32767 -1.10750 1.3 -4.1 0.7
N 1.76305 0.79147 -1.42445 -3.9 -0.6 -0.5
N 0.19633 0.25210 0.21109 -0.8 0.0 0.8
O 1.54878 -2.35416 -0.30022 -0.1 0.1 -0.4
O 1.07030 -2.04754 -2.76415 0.3 -0.1 0.1
O 0.53677 0.35176 2.41761 2.3 0.7 -1.3
O -0.45932 0.34542 -1.92803 -0.1 -1.0 -0.9
S 0.74421 -1.81798 -1.38413 -0.9 0.4 0.4
H 3.67581 1.24509 -0.83736 -0.3 -0.5 0.0
H 2.75742 -0.66484 0.98374 1.1 1.0 0.5
H 2.88662 1.20527 1.66000 0.3 -1.5 -0.7
H -1.42775 0.73822 1.76469 0.6 -0.3 0.8
H -1.23347 0.06430 3.44896 0.4 0.1 0.1
H -0.85041 -0.93467 1.97136 -1.0 0.3 0.6
H -1.74774 1.45693 -2.67185 -1.0 1.0 -0.5
H -0.58946 2.29413 -1.50616 -1.5 -0.2 0.0
H -2.05976 1.20683 -0.84433 1.3 0.8 -1.5
H -1.27751 -2.01507 -0.14922 0.1 0.1 1.2
H -1.65958 -1.97280 -1.75148 -1.3 1.4 -2.3
H -1.04742 -3.51996 -1.21123 0.6 2.6 0.5
```
Forces are in eV/Å.